(1)
C3H5N3S in the gas phase, computed with the ωB97M-V functional and the def2-TZVPD basis.

The geometry in ORCA input format:
```
! RIJCOSX wB97M-V def2-TZVPD def2/J DEFGRID3
* xyz 0 1
S 3.086 -0.374 -0.301
N 1.669 0.478 0.355
C 0.321 0.149 0.050
C -0.799 0.983 -0.224
C -1.910 0.047 -0.174
N -1.415 -1.060 -0.142
N -0.159 -1.134 -0.035
H 3.495 -0.860 1.048
H 1.823 1.319 -0.342
H -1.002 2.019 -0.341
H -3.058 0.358 0.048
H -2.051 -1.924 0.056
*
```

Electronic energy in eV: -18494.12997
Max |F| in eV/A: 11.644
SMILES string: SNc1cc[nH]n1
Orbital gap in eV: 9.592

Atomic partial charges in e from the Löwdin method, atoms 1 to 2: atom 1 (S): 0.62, atom 2 (N): -0.38

=====

(2)
5 unconnected molecules or ions with the total composition C29H35BrNO16P, computed with the ωB97M-V functional and the def2-TZVPD basis.

The geometry in ORCA input format:
```
! RIJCOSX wB97M-V def2-TZVPD def2/J DEFGRID3
* xyz 0 1
C -1.766 3.834 3.771
P -1.247 2.114 3.413
O -2.345 1.272 4.298
C -1.776 1.825 1.682
C -2.406 2.803 0.911
C -2.813 2.584 -0.403
N -3.460 3.588 -1.183
C -2.580 1.343 -0.986
C -1.927 0.375 -0.251
C -1.518 0.590 1.071
C -0.779 -0.524 1.736
O -0.837 -0.760 2.924
C 0.073 -1.350 0.830
C -0.317 -1.550 -0.426
C 0.470 -2.329 -1.442
C 1.018 -1.467 -2.557
O 1.133 -1.792 -3.688
Br 1.550 0.355 -2.047
C -1.604 -0.942 -0.879
O -2.324 -1.491 -1.686
H -2.787 3.821 4.162
H -1.728 4.459 2.882
H -1.100 4.232 4.534
H -1.841 0.717 4.900
H -2.598 3.778 1.338
H -2.774 3.990 -1.818
H -3.724 4.355 -0.573
H -2.897 1.142 -2.001
H 1.008 -1.756 1.193
H -0.127 -3.112 -1.904
H 1.353 -2.728 -0.932
C -0.891 -1.003 -5.691
C -2.071 -0.683 -6.570
C -1.833 -0.791 -8.059
O -2.790 0.138 -8.585
C -3.013 1.080 -7.633
O -3.615 2.087 -7.807
O -2.446 0.705 -6.461
H 0.004 -0.483 -6.033
H -1.084 -0.682 -4.669
H -0.692 -2.073 -5.686
H -2.939 -1.280 -6.276
H -2.011 -1.784 -8.463
H -0.833 -0.453 -8.342
C -8.443 0.057 3.744
C -7.001 0.488 3.686
C -6.155 0.133 4.889
O -5.156 1.157 4.859
C -5.690 2.239 4.253
O -5.189 3.316 4.217
O -6.883 1.924 3.690
H -8.894 0.331 4.699
H -9.017 0.544 2.957
H -8.520 -1.022 3.616
H -6.531 0.124 2.768
H -5.691 -0.848 4.823
H -6.708 0.216 5.828
C 6.222 -1.649 3.853
C 5.265 -0.941 2.937
C 3.958 -0.465 3.531
O 3.095 -0.466 2.378
C 3.574 -1.390 1.522
O 2.985 -1.754 0.544
O 4.774 -1.835 1.907
H 5.722 -2.423 4.440
H 6.986 -2.127 3.248
H 6.692 -0.943 4.538
H 5.777 -0.118 2.432
H 4.003 0.531 3.962
H 3.552 -1.165 4.264
C 5.873 -0.468 -2.454
C 7.111 -0.729 -1.634
C 7.908 -1.960 -2.007
O 8.536 -2.300 -0.760
C 7.742 -1.840 0.231
O 7.860 -2.108 1.384
O 6.775 -1.037 -0.267
H 5.271 -1.372 -2.550
H 5.252 0.288 -1.976
H 6.147 -0.118 -3.449
H 7.756 0.155 -1.622
H 8.659 -1.785 -2.773
H 7.267 -2.793 -2.305
*
```

Electronic energy in eV: -144223.74345
Max |F| in eV/A: 1.174
SMILES string: CP(O)c1cc(N)cc2c1C(=O)C=C(CC(=O)Br)C2=O.C[C@@H]1COC(=O)O1.C[C@@H]1COC(=O)O1.C[C@@H]1COC(=O)O1.C[C@@H]1COC(=O)O1
Orbital gap in eV: 7.385

Atomic partial charges in e from the Löwdin method, atoms 1 to 2: atom 1 (C): -0.26, atom 2 (P): 0.90

=====

(3)
A molecular structure, C28H77FeN8O10, computed with the ωB97M-V functional and the def2-TZVPD basis.

The geometry in ORCA input format:
```
! RIJCOSX wB97M-V def2-TZVPD def2/J DEFGRID3
* xyz 1 5
Fe 1.467 0.976 -2.099
N -1.217 -0.455 -1.022
O -0.087 0.054 -0.684
O -1.954 -0.896 -0.168
O -1.448 -0.562 -2.231
C -4.921 -4.393 2.499
C -5.032 -3.131 1.670
C -4.522 -1.890 2.440
O -5.295 -0.725 2.210
C -5.327 -0.266 0.882
N -4.317 -3.356 0.388
H -3.927 -4.539 2.933
H -5.269 -5.271 1.958
H -5.547 -4.334 3.397
H -6.076 -2.877 1.473
H -3.457 -1.658 2.306
H -4.697 -2.090 3.501
H -5.386 0.823 0.891
H -6.086 -0.686 0.216
H -4.361 -0.494 0.408
H -4.053 -2.424 0.077
H -3.404 -3.768 0.568
C -1.585 2.164 1.932
C -0.193 2.045 2.518
C -0.146 1.807 4.036
O -0.884 2.757 4.750
C -0.218 3.980 4.962
N 0.570 0.964 1.884
H -2.113 1.208 2.070
H -1.631 2.350 0.858
H -2.227 2.879 2.451
H 0.253 3.043 2.361
H 0.897 1.767 4.378
H -0.541 0.792 4.167
H 0.634 3.889 5.644
H -0.957 4.613 5.451
H 0.093 4.478 4.038
H 0.086 0.549 1.085
H 0.657 0.160 2.500
C 4.898 -1.171 3.440
C 3.496 -1.587 3.894
C 2.562 -1.731 2.703
O 1.335 -2.272 3.149
C 0.357 -2.472 2.138
N 3.601 -2.831 4.656
H 4.835 -0.233 2.891
H 5.298 -1.977 2.812
H 5.587 -1.149 4.282
H 3.179 -0.741 4.516
H 2.963 -2.450 1.974
H 2.425 -0.751 2.228
H 0.371 -1.634 1.425
H -0.596 -2.446 2.652
H 0.659 -3.319 1.512
H 2.683 -3.260 4.658
H 4.257 -3.447 4.188
C 1.818 4.648 -1.818
C 0.554 4.003 -1.265
C -0.643 4.929 -1.442
O -1.759 4.246 -0.937
C -2.861 5.090 -0.637
N 0.233 2.730 -1.986
H 2.697 4.066 -1.535
H 1.969 5.608 -1.322
H 1.718 4.810 -2.891
H 0.648 3.858 -0.188
H -0.822 5.276 -2.469
H -0.415 5.821 -0.842
H -3.562 4.520 -0.037
H -3.404 5.398 -1.540
H -2.513 6.023 -0.188
H -0.757 2.526 -1.817
H 0.162 3.094 -2.945
C 1.049 -2.718 -2.608
C 1.966 -2.130 -1.580
C 3.012 -3.122 -1.084
O 3.992 -2.503 -0.246
C 5.174 -3.287 -0.117
N 2.644 -0.885 -2.093
H 1.499 -2.941 -3.577
H 0.185 -2.073 -2.796
H 0.567 -3.638 -2.268
H 1.458 -1.736 -0.699
H 3.412 -3.806 -1.834
H 2.438 -3.686 -0.333
H 5.597 -3.144 0.874
H 5.879 -2.934 -0.876
H 5.034 -4.361 -0.255
H 3.254 -1.182 -2.866
H 3.440 -0.742 -1.458
C 4.891 1.331 -0.628
C 3.775 1.210 0.398
C 4.048 2.118 1.602
O 3.863 3.445 1.185
C 4.100 4.419 2.187
N 2.469 1.547 -0.215
H 5.842 0.926 -0.280
H 5.095 2.352 -0.955
H 4.667 0.754 -1.530
H 3.815 0.206 0.829
H 5.081 1.920 1.913
H 3.371 1.842 2.421
H 5.074 4.309 2.664
H 3.284 4.345 2.917
H 4.014 5.410 1.747
H 1.756 1.452 0.544
H 2.589 2.565 -0.243
C -4.352 -2.644 -3.652
C -3.538 -2.077 -4.807
C -4.297 -2.217 -6.124
O -3.422 -1.812 -7.167
C -3.692 -2.393 -8.437
N -3.317 -0.617 -4.585
H -4.477 -3.732 -3.685
H -5.378 -2.270 -3.706
H -3.884 -2.390 -2.702
H -2.556 -2.507 -5.013
H -5.177 -1.562 -6.036
H -4.607 -3.235 -6.372
H -4.218 -1.665 -9.056
H -4.276 -3.319 -8.403
H -2.709 -2.673 -8.817
H -2.917 -0.538 -3.654
H -4.272 -0.271 -4.482
*
```

Electronic energy in eV: -97055.52582
Max |F| in eV/A: 2.584
Orbital gap (spin up / spin down) in eV: 7.206 / 6.148

Atomic partial charges in e from the Löwdin method, atoms 1 to 2: atom 1 (Fe): 1.03, atom 2 (N): -0.53

=====

(4)
5 unconnected molecules or ions with the total composition C29H59INO12PS, computed with the ωB97M-V functional and the def2-TZVPD basis.

The geometry in ORCA input format:
```
! RIJCOSX wB97M-V def2-TZVPD def2/J DEFGRID3
* xyz 0 1
C 1.797 0.856 4.538
S 1.461 0.643 2.671
O 0.344 1.660 2.331
O 2.683 0.995 1.788
P 0.834 -1.432 2.434
C -0.615 -1.686 3.690
C -1.010 -3.258 3.939
C -2.622 -3.550 4.098
N -3.199 -3.233 5.456
C -3.318 -1.756 5.735
C -4.151 -0.889 4.620
C -3.562 0.602 4.151
C -4.343 1.489 2.988
C -5.700 0.830 2.329
C -6.317 -0.621 2.807
C -5.525 -1.505 3.973
O -6.104 -2.802 4.356
C 0.222 -1.595 0.631
C -0.787 -0.404 0.131
O -2.045 -0.425 0.582
I -0.104 1.193 -1.264
H 0.744 1.001 5.064
H 2.304 -0.153 4.870
H 2.445 1.810 4.746
H -1.523 -1.076 3.251
H -0.221 -1.267 4.721
H -0.675 -3.841 2.953
H -0.445 -3.776 4.825
H -3.177 -3.067 3.187
H -2.747 -4.729 3.957
H -4.068 -3.768 5.673
H -3.929 -1.655 6.755
H -2.255 -1.269 5.980
H -2.568 0.997 4.675
H -3.881 2.524 2.696
H -6.289 1.393 1.474
H -7.302 -1.074 2.317
H -6.729 -2.621 5.140
H 1.191 -1.541 -0.059
H -0.286 -2.642 0.378
C -0.679 4.168 -4.732
O 0.564 3.724 -4.201
C 1.307 2.944 -5.144
C 2.448 3.759 -5.760
O 1.945 4.796 -6.608
C 2.008 6.076 -5.987
H -1.110 4.893 -4.036
H -0.553 4.653 -5.704
H -1.367 3.322 -4.826
H 0.651 2.537 -5.922
H 1.735 2.103 -4.591
H 3.051 3.098 -6.391
H 3.103 4.170 -4.982
H 3.049 6.406 -5.923
H 1.559 6.064 -4.992
H 1.456 6.786 -6.610
C 5.194 3.230 7.837
O 4.845 3.005 6.475
C 5.335 4.037 5.613
C 6.570 3.571 4.837
O 7.692 3.394 5.708
C 7.944 2.020 5.989
H 4.946 2.331 8.408
H 6.263 3.430 7.952
H 4.614 4.068 8.235
H 5.547 4.953 6.178
H 4.535 4.260 4.901
H 6.847 4.348 4.118
H 6.359 2.652 4.277
H 8.345 1.528 5.098
H 7.040 1.506 6.324
H 8.692 1.966 6.785
C 2.586 -0.493 -9.420
O 2.398 0.616 -8.548
C 2.681 1.864 -9.189
C 1.391 2.599 -9.564
O 0.689 1.915 -10.607
C -0.434 1.191 -10.114
H 2.190 -1.386 -8.930
H 2.058 -0.354 -10.368
H 3.653 -0.641 -9.608
H 3.320 1.718 -10.068
H 3.235 2.472 -8.468
H 1.651 3.588 -9.954
H 0.750 2.741 -8.685
H -1.222 1.889 -9.814
H -0.163 0.551 -9.271
H -0.816 0.561 -10.922
C -2.239 -5.729 -0.600
O -2.756 -5.260 0.641
C -4.098 -4.777 0.520
C -5.103 -5.791 1.073
O -5.165 -6.961 0.250
C -4.468 -8.061 0.827
H -1.291 -6.238 -0.406
H -2.921 -6.436 -1.080
H -2.051 -4.883 -1.267
H -4.331 -4.519 -0.520
H -4.159 -3.861 1.115
H -6.101 -5.340 1.057
H -4.868 -6.052 2.111
H -5.021 -8.437 1.692
H -3.454 -7.784 1.124
H -4.406 -8.856 0.079
*
```

Electronic energy in eV: -85295.87671
Max |F| in eV/A: 8.554
SMILES string: CS(=O)(=O)P(CCCNCc1ccccc1O)CC(=O)I.COCCOC.COCCOC.COCCOC.COCCOC
Orbital gap in eV: 8.551

Atomic partial charges in e from the Löwdin method, atoms 1 to 2: atom 1 (C): -0.19, atom 2 (S): 0.50